(1)
DFT (wB97M-V/def2-TZVPD) results for a 4-piece molecular cluster, C21H30Cl2FN5O3PS overall.

Last column: Mulliken charge in e.
CARTESIAN COORDINATES (ANGSTROEM)
C (4.306, 0.424, -0.267)  -1.249
C (4.071, 0.375, -1.782)  0.108
Cl (3.253, -1.127, -2.230)  -0.074
C (3.293, 1.582, -2.375)  -0.424
Cl (2.781, 1.291, -4.039)  -0.040
P (1.831, 2.098, -1.359)  0.203
N (2.356, 3.181, -0.206)  -0.522
C (1.041, 0.711, -0.539)  0.490
C (-0.484, 0.612, -0.459)  0.241
O (-1.017, 1.760, 0.182)  -0.526
C (-1.218, 0.356, -1.779)  -1.108
N (-0.527, -0.460, -2.758)  -0.448
S (0.590, 3.419, -2.594)  1.022
O (1.583, 4.352, -3.013)  -0.538
O (-0.570, 3.767, -1.867)  -0.407
F (0.168, 2.553, -3.800)  -0.122
H (5.280, -0.015, -0.056)  0.423
H (3.575, -0.182, 0.263)  0.278
H (4.327, 1.440, 0.130)  0.307
H (5.044, 0.365, -2.271)  0.509
H (3.975, 2.434, -2.435)  0.673
H (3.304, 3.486, -0.416)  0.369
H (1.803, 4.037, -0.185)  0.376
H (1.444, -0.224, -0.927)  -0.176
H (1.401, 0.838, 0.480)  -0.305
H (-0.667, -0.269, 0.165)  0.527
H (-1.037, 1.615, 1.135)  0.369
H (-1.541, 1.301, -2.219)  0.341
H (-2.133, -0.175, -1.512)  0.187
H (-0.169, -1.321, -2.350)  0.221
H (0.244, 0.011, -3.214)  0.330
N (0.564, -3.005, -0.715)  -0.079
C (0.613, -3.187, 0.611)  -0.002
C (0.954, -4.398, 1.196)  -0.714
C (1.273, -5.467, 0.376)  -0.230
C (1.227, -5.291, -0.996)  -0.718
C (0.861, -4.049, -1.489)  -0.087
H (0.366, -2.333, 1.231)  0.220
H (0.971, -4.493, 2.273)  0.403
H (1.546, -6.425, 0.800)  0.404
H (1.456, -6.101, -1.674)  0.388
H (0.794, -3.883, -2.559)  0.374
N (0.910, -0.761, 3.222)  -0.225
C (-0.144, -0.735, 4.037)  -0.113
C (-0.341, 0.241, 5.005)  -0.641
C (0.608, 1.239, 5.144)  -0.212
C (1.720, 1.218, 4.313)  -0.542
C (1.819, 0.201, 3.378)  -0.322
H (-0.868, -1.531, 3.904)  0.389
H (-1.219, 0.212, 5.635)  0.402
H (0.492, 2.012, 5.891)  0.410
H (2.497, 1.966, 4.397)  0.391
H (2.687, 0.138, 2.730)  0.456
N (-5.570, -0.306, -1.696)  -0.561
C (-6.406, -0.757, -0.764)  -0.236
C (-6.740, -0.042, 0.377)  -0.348
C (-6.173, 1.209, 0.563)  -0.284
C (-5.299, 1.691, -0.399)  -0.313
C (-5.037, 0.898, -1.506)  -0.252
H (-6.829, -1.739, -0.942)  0.378
H (-7.430, -0.457, 1.098)  0.364
H (-6.411, 1.798, 1.439)  0.386
H (-4.832, 2.662, -0.298)  0.381
H (-4.365, 1.242, -2.286)  0.498

Frontier orbital gap, eV: 7.878
Highest occupied orbital energy, eV: -11.34
Energy relative to the best compared isomer or geometry (same formula, charge and spin), kJ/mol: 14.77
LUMO energy, eV: -3.5
F_max, eV Å⁻¹: 0.80
Electronic energy, eV: -83735.6982
Net charge: +1

(2)
DFT (wB97M-V/def2-TZVPD) results for C21H30Cl2IrN2OS5 as an isolated structure at a distorted geometry.

Last column: Mulliken charge in e.
CARTESIAN COORDINATES (ANGSTROEM)
Ir (-0.492, -0.814, -0.138)  0.589
C (-0.480, -4.243, -0.206)  -0.429
C (-1.976, -4.037, -0.027)  -0.959
S (-2.580, -2.363, -0.382)  0.094
C (-2.929, -2.361, -2.153)  -0.872
C (-1.715, -2.437, -3.061)  -0.733
S (-0.566, -1.071, -2.722)  0.070
C (1.006, -1.880, -3.106)  -0.467
C (2.157, -1.026, -2.603)  -1.094
S (2.078, -0.598, -0.840)  0.422
C (2.912, -2.008, -0.065)  -1.064
C (2.109, -3.296, 0.028)  -0.718
S (0.463, -3.017, 0.748)  0.022
H (-0.185, -4.166, -1.251)  0.019
H (-0.207, -5.235, 0.158)  0.556
H (-2.266, -4.225, 1.007)  0.454
H (-2.531, -4.735, -0.654)  0.506
H (-3.467, -1.424, -2.308)  0.279
H (-3.618, -3.179, -2.366)  0.605
H (-2.036, -2.352, -4.099)  0.537
H (-1.182, -3.380, -2.949)  0.371
H (1.083, -2.001, -4.187)  0.593
H (1.007, -2.867, -2.646)  0.034
H (2.184, -0.070, -3.124)  0.437
H (3.108, -1.527, -2.782)  0.536
H (3.189, -1.659, 0.930)  0.333
H (3.837, -2.182, -0.616)  0.539
H (2.635, -3.998, 0.675)  0.593
H (1.987, -3.766, -0.947)  0.400
Cl (0.345, 2.184, -2.340)  -0.164
C (0.897, 3.071, -0.967)  0.543
C (1.155, 4.450, -1.052)  -0.503
C (1.355, 5.195, 0.094)  -0.723
C (1.423, 4.594, 1.359)  -0.663
C (1.398, 3.229, 1.372)  0.138
Cl (1.753, 2.117, 2.741)  1.052
C (0.975, 2.485, 0.265)  0.079
N (0.166, 1.269, 0.753)  0.159
H (1.111, 4.935, -2.018)  0.513
H (1.463, 6.268, 0.019)  0.427
H (1.551, 5.181, 2.259)  0.580
C (-4.346, 2.101, -0.483)  -1.377
C (-3.304, 1.225, 0.171)  -0.024
O (-2.388, 0.680, -0.813)  -0.096
H (-5.049, 2.463, 0.266)  0.403
H (-4.907, 1.548, -1.236)  0.324
H (-3.890, 2.973, -0.957)  0.370
H (-3.754, 0.360, 0.655)  0.345
H (-2.730, 1.775, 0.920)  0.109
H (-2.054, 1.415, -1.345)  0.063
S (-1.450, -0.746, 2.495)  -0.344
C (-0.435, 0.484, 2.959)  0.309
N (-0.239, 1.116, 4.055)  0.148
C (0.712, 2.218, 3.996)  -0.678
C (3.070, 3.174, 3.471)  -0.806
C (2.848, 0.849, 2.559)  -0.801
C (0.448, 1.152, 1.983)  -0.777
H (-0.716, 0.890, 4.920)  0.307
H (0.797, 2.956, 4.770)  0.513
H (4.002, 3.505, 3.914)  0.383
H (3.916, 0.863, 2.698)  0.279
H (2.352, -0.062, 2.204)  0.258

⟨S²⟩: 8.79
Frontier orbital gap (alpha / beta), eV: 6.251 / 5.950
Highest occupied orbital energy (alpha / beta), eV: -12.81 / -12.79
Energy relative to the best compared isomer or geometry (same formula, charge and spin), kJ/mol: 1626.57
Multiplicity: 6
LUMO energy (alpha / beta), eV: -6.6 / -6.8
F_max, eV Å⁻¹: 3.60
Electronic energy, eV: -109318.8865
Net charge: +2

(3)
DFT (wB97M-V/def2-TZVPD) results for C21H30Cl2IrN2OS5 as an isolated structure.

Last column: Mulliken charge in e.
CARTESIAN COORDINATES (ANGSTROEM)
Ir (-0.315, 0.403, 0.108)  -0.128
C (-3.803, 1.961, -0.362)  -0.916
C (-3.895, 1.267, 0.991)  -0.698
S (-3.035, -0.307, 0.804)  0.176
C (-2.904, -0.993, 2.460)  -0.639
C (-2.075, -0.202, 3.458)  -0.970
S (-0.467, 0.364, 2.811)  0.104
C (-0.664, 2.152, 3.081)  -0.309
C (0.513, 2.901, 2.491)  -1.115
S (0.768, 2.562, 0.726)  0.034
C (-0.136, 3.865, -0.145)  -1.042
C (-1.647, 3.717, -0.134)  -0.766
S (-2.115, 2.188, -0.991)  0.211
H (-4.277, 2.942, -0.329)  0.527
H (-4.323, 1.381, -1.125)  0.465
H (-4.944, 1.091, 1.233)  0.512
H (-3.459, 1.872, 1.785)  0.258
H (-2.462, -1.976, 2.289)  0.195
H (-3.901, -1.163, 2.869)  0.518
H (-1.875, -0.821, 4.332)  0.554
H (-2.602, 0.686, 3.806)  0.496
H (-0.717, 2.334, 4.155)  0.560
H (-1.600, 2.467, 2.623)  -0.125
H (1.440, 2.600, 2.980)  0.407
H (0.408, 3.977, 2.633)  0.552
H (0.249, 3.813, -1.166)  0.349
H (0.177, 4.819, 0.279)  0.614
H (-2.084, 4.557, -0.674)  0.541
H (-2.045, 3.728, 0.882)  0.325
Cl (-0.845, -3.966, 0.739)  -0.171
C (-1.335, -3.700, -0.894)  0.918
C (-1.763, -4.753, -1.660)  -0.624
C (-2.210, -4.517, -2.961)  -0.435
C (-2.260, -3.228, -3.481)  -0.684
C (-1.834, -2.164, -2.720)  0.767
Cl (-1.976, -0.564, -3.326)  -0.143
C (-1.308, -2.362, -1.403)  -0.800
N (-0.867, -1.364, -0.679)  0.515
H (-1.761, -5.752, -1.246)  0.480
H (-2.547, -5.348, -3.566)  0.410
H (-2.642, -3.047, -4.475)  0.478
C (2.613, -3.015, 0.829)  -1.265
C (2.653, -1.656, 0.178)  0.034
O (1.851, -0.681, 0.897)  -0.136
H (3.223, -3.719, 0.262)  0.413
H (1.597, -3.402, 0.868)  0.124
H (3.020, -2.980, 1.842)  0.440
H (2.247, -1.679, -0.831)  0.265
H (3.678, -1.277, 0.137)  0.120
H (1.813, -0.949, 1.824)  0.187
S (1.156, 0.837, -2.127)  -0.122
C (2.863, 0.727, -1.965)  0.421
N (3.522, 1.192, -0.880)  0.276
C (4.866, 1.135, -0.715)  -0.325
C (5.650, 0.593, -1.686)  -0.675
C (5.022, 0.107, -2.845)  -0.246
C (3.659, 0.166, -2.981)  -0.745
H (2.958, 1.617, -0.153)  0.050
H (5.244, 1.544, 0.210)  0.417
H (6.721, 0.552, -1.559)  0.459
H (5.619, -0.322, -3.639)  0.433
H (3.162, -0.210, -3.863)  0.473

⟨S²⟩: 8.82
Frontier orbital gap (alpha / beta), eV: 7.414 / 6.403
Highest occupied orbital energy (alpha / beta), eV: -12.38 / -13.44
Energy relative to the best compared isomer or geometry (same formula, charge and spin), kJ/mol: 13.23
Multiplicity: 6
LUMO energy (alpha / beta), eV: -5.0 / -7.0
F_max, eV Å⁻¹: 0.62
Electronic energy, eV: -109335.6076
Net charge: +2

(4)
DFT (wB97M-V/def2-TZVPD) results for C21H30Cl2MnN5O as an isolated structure.

Last column: Mulliken charge in e.
CARTESIAN COORDINATES (ANGSTROEM)
Mn (0.643, 0.119, 0.053)  0.548
C (1.150, 1.365, 2.818)  -1.442
N (0.271, 0.297, 2.313)  0.968
C (0.529, -0.934, 3.065)  -1.166
C (-1.141, 0.704, 2.436)  -0.867
C (-1.584, 1.511, 1.230)  -1.078
N (-1.517, 0.702, -0.012)  0.907
C (-2.639, -0.287, -0.038)  -1.063
C (-1.739, 1.612, -1.165)  -1.202
H (1.021, 1.494, 3.898)  0.433
H (0.929, 2.303, 2.314)  0.349
H (2.190, 1.107, 2.617)  0.357
H (0.298, -0.813, 4.130)  0.351
H (1.581, -1.206, 2.970)  0.290
H (-0.076, -1.747, 2.661)  0.297
H (-1.305, 1.274, 3.358)  0.450
H (-1.745, -0.198, 2.529)  0.318
H (-0.929, 2.369, 1.088)  0.327
H (-2.602, 1.890, 1.382)  0.592
H (-3.505, 0.180, 0.447)  0.230
H (-2.467, -1.653, 1.549)  0.243
H (-2.897, -0.454, -1.082)  0.491
H (-2.736, 2.063, -1.109)  0.433
H (-1.663, 1.045, -2.091)  0.393
H (-0.985, 2.391, -1.156)  0.204
Cl (1.479, 4.939, -0.362)  -0.206
C (2.640, 3.666, -0.269)  0.487
C (4.016, 3.982, -0.270)  -0.647
C (4.961, 3.004, -0.183)  0.622
Cl (6.642, 3.421, -0.180)  -0.241
C (4.577, 1.641, -0.087)  0.200
C (5.459, 0.547, 0.028)  -0.734
C (4.960, -0.723, 0.128)  -0.946
C (3.570, -0.915, 0.110)  -0.010
N (2.717, 0.081, 0.004)  -0.455
C (3.200, 1.357, -0.095)  0.397
C (2.203, 2.365, -0.192)  -0.415
O (0.941, 1.989, -0.186)  -0.132
H (4.315, 5.019, -0.338)  0.468
H (6.526, 0.725, 0.037)  0.453
H (5.614, -1.578, 0.218)  0.430
H (3.147, -1.909, 0.181)  0.275
C (-4.365, -4.106, 0.944)  -1.174
C (-3.824, -3.524, -0.367)  -0.212
C (-2.577, -2.732, -0.165)  -0.739
N (-2.394, -1.585, 0.542)  0.315
H (-5.288, -4.657, 0.765)  0.383
H (-4.588, -3.318, 1.666)  0.315
H (-3.645, -4.788, 1.397)  0.309
H (-4.591, -2.883, -0.824)  0.266
H (-3.629, -4.327, -1.079)  0.328
C (1.905, -4.831, -1.312)  -1.272
C (0.610, -4.384, -0.632)  -0.244
C (0.569, -2.942, -0.394)  0.494
N (0.533, -1.810, -0.211)  -0.292
H (1.869, -5.905, -1.479)  0.382
H (2.774, -4.611, -0.692)  0.328
H (2.031, -4.339, -2.275)  0.354
H (0.480, -4.871, 0.337)  0.290
H (-0.271, -4.622, -1.230)  0.257

⟨S²⟩: 8.78
Frontier orbital gap (alpha / beta), eV: 7.461 / 7.459
Highest occupied orbital energy (alpha / beta), eV: -10.26 / -10.43
Energy relative to the best compared isomer or geometry (same formula, charge and spin), kJ/mol: 474.91
Multiplicity: 6
LUMO energy (alpha / beta), eV: -2.8 / -3.0
F_max, eV Å⁻¹: 0.72
Electronic energy, eV: -88119.4757
Net charge: +1